# C25H18F3MoN4O4STe

A structure of composition C25H18F3MoN4O4STe (ωB97M-V/def2-TZVPD, the Open Molecules 2025 dataset).

XYZ file:
```
57
Properties=species:S:1:pos:R:3:nbo_charge:R:1
C 2.1120 -0.7045 2.6629 -0.17
H -3.8336 -2.5702 -2.5934 0.23
H -1.4943 -2.3163 2.2732 0.22
H -0.7738 5.0019 -2.1384 0.26
N -0.9265 -1.2291 0.6173 -0.42
C -1.7374 1.8819 -1.3239 0.14
C 2.6663 0.6590 -0.4117 -0.26
C -2.7142 -2.7497 0.4759 0.21
H 3.7362 2.2652 0.5161 0.23
H -5.4851 -4.1664 -1.6952 0.25
C 0.0836 -0.5821 1.4126 0.19
H 5.8370 -1.4499 0.2006 0.23
C -2.9665 4.0263 -0.8515 0.98
N -1.7896 -1.6594 -3.9734 0.42
C 0.8792 1.3622 2.5403 -0.14
S -2.9331 0.7824 -0.6723 -0.01
H 1.7837 1.2617 -0.5438 0.21
C -4.7069 -3.7843 -1.0506 -0.21
C -0.0681 0.7602 1.7325 -0.26
O 2.6940 2.2787 4.5403 -0.53
F -3.0737 3.8174 0.4709 -0.31
C 4.9179 0.4765 0.4278 -0.24
C 1.1525 -1.3273 1.8800 -0.24
H -0.9351 1.3045 1.3829 0.24
H 3.8952 -2.4600 -0.9036 0.22
F -4.1161 3.6394 -1.4168 -0.31
C 2.9906 1.3666 3.8280 0.77
H 1.1251 3.6863 -3.0937 0.25
O -1.3344 -2.3666 -3.0214 -0.44
H -5.3107 -4.8838 0.6925 0.25
N -0.6756 1.1989 -1.7822 -0.51
F -2.8349 5.3418 -1.0454 -0.31
C 3.8491 -1.4234 -0.5919 -0.19
H 0.7782 2.3972 2.8388 0.25
Te 1.1963 -1.6952 -1.9082 0.35
O 4.2634 0.9324 3.7391 -0.66
C -0.7488 3.9244 -2.0487 -0.07
H 1.1024 1.2051 -2.8246 0.24
C 1.9805 0.6402 2.9858 -0.15
H 4.3639 0.3208 2.9971 0.49
C 0.3142 1.8305 -2.4298 0.10
C -1.6454 -2.0946 1.2203 0.13
C 3.7720 1.2279 0.2065 -0.20
C -1.7919 3.2700 -1.4200 -0.21
O -1.9470 -0.4875 -3.5721 -0.40
Mo -1.3440 -0.8483 -1.5254 0.89
C -3.7846 -2.8856 -1.5607 0.09
H -3.4738 -3.9221 2.0926 0.25
N -2.8016 -2.3760 -0.8158 -0.47
C 2.7010 -0.6679 -0.8266 -0.28
C -4.6069 -4.1788 0.2721 -0.12
H 5.7853 0.9287 0.8920 0.23
C -3.5886 -3.6502 1.0524 -0.20
C 0.3124 3.1979 -2.5775 -0.27
H 2.9522 -1.2822 3.0277 0.23
H 1.2491 -2.3703 1.6058 0.24
C 4.9488 -0.8541 0.0346 -0.22
```

The calculation puts the energy relative to the best compared isomer or geometry (same formula, charge and spin) at 0.059 eV. The expectation value of S² is 2.03. As for the spin multiplicity: 3. As for the HOMO-LUMO gap (alpha / beta): 6.3906 / 5.9158 eV. Its net charge is +1. Its strongest force on any atom is 0.48 eV/Å.


# C25H18N2S4V

A structure of composition C25H18N2S4V in a non-equilibrium geometry (ωB97M-V/def2-TZVPD, the Open Molecules 2025 dataset).

XYZ file:
```
50
Properties=species:S:1:pos:R:3:nbo_charge:R:1
H -2.8515 -0.3540 5.6786 0.22
C 4.2550 0.3027 -1.4761 -0.19
S -1.9357 0.8281 -1.6733 -0.09
N 0.4602 -0.4314 -2.7297 -0.81
H 4.2915 -0.7388 1.7417 0.21
C -2.4191 -0.4398 4.6904 -0.21
H -4.3315 5.0463 -1.0805 0.21
C 2.4542 2.7008 -4.6907 -0.21
C -1.6567 0.6282 2.6558 -0.23
H 1.8747 -0.4210 1.4579 0.20
H 1.0729 -1.2403 -2.6687 0.41
H -1.4951 1.5112 2.0524 0.24
C 4.7628 -0.1550 -0.2695 -0.21
S 0.0223 -2.7530 -0.7866 -0.13
H 2.9757 3.5113 -5.1843 0.22
C 1.2197 2.2790 -5.1630 -0.20
H -2.2541 -2.5846 4.7828 0.22
C -1.3110 -0.6211 2.1628 0.19
C 2.8825 0.4721 -1.6559 -0.10
V -0.0313 -0.0223 -0.6778 0.84
H -0.4137 0.9070 -4.8717 0.22
H 5.8296 -0.2941 -0.1472 0.21
C 2.3534 1.0708 -2.9060 -0.08
H -2.4849 1.6733 4.3203 0.22
H 0.7735 2.7539 -6.0271 0.22
C -2.0857 -1.6903 4.1967 -0.21
C -1.5344 -1.7660 2.9260 -0.23
C -2.2089 0.7060 3.9220 -0.19
C 0.5540 1.2463 -4.5208 -0.24
H -4.0839 2.7537 -1.9652 0.22
C 3.0110 2.1010 -3.5699 -0.17
C -3.3101 3.1911 -1.3467 -0.24
H 3.9535 2.4629 -3.1780 0.22
H -0.5089 4.7242 0.8364 0.22
S 0.2921 2.0715 0.0403 0.11
C -2.4390 5.0306 -0.0560 -0.23
C 1.9982 0.1483 -0.6168 -0.30
C -1.3017 4.3015 0.2294 -0.20
H -2.5479 6.0351 0.3329 0.21
C -2.1665 2.4414 -1.0536 -0.08
C 2.5319 -0.2455 0.6124 -0.17
H -0.3868 -0.7050 -3.2185 0.40
N -0.7477 -0.9049 0.9122 -0.62
C 3.8999 -0.4160 0.7848 -0.21
C -0.5810 -2.2044 0.6875 -0.07
C -1.1620 3.0001 -0.2648 -0.27
C 1.1263 0.6512 -3.4123 0.22
C -3.4435 4.4721 -0.8496 -0.21
H 4.9282 0.5252 -2.2967 0.21
S -1.0511 -3.1907 2.0338 0.45
```

The calculation puts the energy relative to the best compared isomer or geometry (same formula, charge and spin) at 0.000 eV. The expectation value of S² is 0.81. As for the spin multiplicity: 2. As for the HOMO-LUMO gap (alpha / beta): 7.0477 / 7.8286 eV. Its net charge is 0. Its strongest force on any atom is 1.06 eV/Å.


# C25H18N5O5OsSe

A structure of composition C25H18N5O5OsSe (ωB97M-V/def2-TZVPD, the Open Molecules 2025 dataset).

XYZ file:
```
55
Properties=species:S:1:pos:R:3:nbo_charge:R:1
C -0.6734 1.6587 -5.0482 -0.18
H 1.0221 1.7230 -6.3029 0.24
H -1.1676 -4.5893 -0.4245 0.28
Se -2.5267 1.1871 -1.6278 1.03
H -4.1934 -4.5665 1.4195 0.50
C 1.4602 -2.2554 2.2226 -0.23
H 2.5148 4.9239 0.1193 0.24
C 1.6685 4.2620 0.2010 -0.19
C -3.0492 -2.3746 1.3556 -0.25
C -2.6702 -3.5953 0.7867 0.38
C 0.9574 0.0861 2.6132 -0.27
C -2.5027 0.1099 1.6303 0.76
N 0.4176 2.3696 0.3902 -0.46
H -1.0798 -1.9197 4.4467 0.24
O -1.6558 0.9627 1.0699 -0.71
H -1.4769 3.2927 0.4848 0.23
C 0.5469 -2.3935 -0.8502 0.75
H -3.9604 -2.2508 1.9274 0.26
C 1.2000 0.9283 -2.9990 -0.25
O 1.1087 -3.3185 -1.3712 -0.55
N -2.3901 1.5182 -3.3424 -0.56
C 0.6458 1.5421 -5.3054 -0.19
H 0.2835 -3.6555 3.3142 0.24
C -0.4124 3.4164 0.3757 0.01
H -0.6257 0.4659 4.0287 0.25
H -1.3964 1.9327 -5.8032 0.25
C -1.4876 -3.6689 0.0439 -0.25
C 2.8039 -0.4766 0.9894 -0.26
C -2.2310 -1.2899 1.1606 0.11
H 3.0325 -1.2881 0.3012 0.24
H 3.7188 2.0128 0.5055 0.23
C 2.6575 1.8520 0.3440 0.17
Os 0.1073 0.3281 0.2885 1.37
C -1.1325 1.4142 -3.7129 0.09
H 1.9055 0.6323 -2.2391 0.24
H 1.2637 1.1254 2.5908 0.25
C 1.7203 -0.9031 1.9629 0.02
O -3.3882 -4.7125 0.9072 -0.62
C 0.4684 -2.6083 3.1098 -0.15
H 3.7180 -0.1669 1.4999 0.22
C -0.0556 -0.2981 3.5158 -0.18
H -0.0913 5.5976 0.2472 0.24
N 2.1776 0.6374 0.2905 -0.43
O 0.9536 -1.1433 -0.8803 -0.68
C 1.5797 1.1790 -4.2736 -0.13
C 0.3263 4.6047 0.2626 -0.29
C 1.7115 2.8658 0.2745 -0.04
C -0.1868 1.0408 -2.6821 0.25
C -0.7347 -2.5305 -0.0858 0.13
O -3.4018 0.4003 2.3663 -0.53
H 2.0459 -3.0164 1.7208 0.24
N -1.1006 -1.3735 0.4639 -0.44
N -0.7479 0.8554 -1.4973 -0.63
C -0.3039 -1.6283 3.7513 -0.21
H 2.6263 1.0986 -4.5365 0.23
```

The calculation puts the energy relative to the best compared isomer or geometry (same formula, charge and spin) at 0.205 eV. As for the HOMO-LUMO gap: 7.1898 eV. Its net charge is +1. Its strongest force on any atom is 0.14 eV/Å.


# C25H18NO7PPtS

A structure of composition C25H18NO7PPtS in a non-equilibrium geometry (ωB97M-V/def2-TZVPD, the Open Molecules 2025 dataset).

XYZ file:
```
54
Properties=species:S:1:pos:R:3:nbo_charge:R:1
H 5.3875 -0.1542 1.0449 0.25
C -3.9753 3.4527 -0.0033 -0.19
H 0.1921 -0.7887 2.9312 0.22
C -2.9946 1.1200 0.2021 0.75
H 2.2224 -1.5431 -2.1021 0.22
O 1.9717 1.5077 1.3732 -1.00
Pt -0.1119 1.3421 0.5016 0.79
C 0.9231 -1.8287 -3.7824 -0.23
H -2.4330 -1.3665 -3.7565 0.22
O 0.8920 4.0650 0.2313 -0.54
H -2.3410 -4.1724 3.6031 0.22
H 5.7846 -2.6087 1.3197 0.22
H -2.2708 6.3695 -0.1447 0.25
O 0.1637 6.1346 -0.2543 -0.68
S 2.9726 1.2837 0.3207 2.43
H -0.5939 -2.0122 -5.2842 0.22
C -0.3674 -1.6356 2.5490 -0.12
C 0.1676 -1.1664 -1.5969 -0.43
C -1.4318 4.4124 0.0111 0.08
C -1.7905 -3.5349 2.9231 -0.19
H 1.6577 -3.3665 0.4988 0.23
C 4.7978 -2.2388 1.0718 -0.19
H -1.1688 -3.1513 -0.3793 0.23
O -1.9128 0.5011 0.5776 -0.71
C -0.4019 -1.8830 1.1774 -0.40
H -2.3998 -4.6141 1.1727 0.22
C -1.1319 -2.9557 0.6849 -0.19
C -1.8255 -3.7828 1.5609 -0.21
C 0.0054 4.8282 0.0126 0.76
C 2.4737 -2.6613 0.6003 -0.21
C -3.7747 4.8148 -0.0741 -0.16
H -4.6147 5.4940 -0.1350 0.23
H -4.9557 2.9983 -0.0221 0.26
P 0.5225 -0.7364 0.1190 1.25
C -1.1447 -1.1027 -2.0712 -0.18
H -1.9531 -0.8320 -1.4043 0.24
C -0.3806 -1.7744 -4.2496 -0.19
H 3.9190 -4.1918 0.9954 0.22
C 1.2009 -1.5228 -2.4574 -0.10
C -2.4748 5.3117 -0.0762 -0.19
O 2.3147 1.2748 -0.9834 -1.00
C 3.3261 -0.4202 0.5951 -0.35
O -4.0553 0.5828 -0.0307 -0.60
C -1.0566 -2.4625 3.4181 -0.22
N -1.6226 3.0963 0.1135 -0.45
H 1.1180 6.3063 -0.2283 0.51
C -2.8651 2.6233 0.0955 0.11
C 4.5875 -0.8728 0.9248 -0.19
O 4.1687 2.0668 0.4231 -0.95
C 3.7500 -3.1275 0.8952 -0.21
H -1.0313 -2.2650 4.4820 0.22
H 1.7305 -2.1019 -4.4491 0.22
C -1.4138 -1.4120 -3.3945 -0.21
C 2.2439 -1.2993 0.4501 -0.26
```

As for the HOMO-LUMO gap: 8.1325 eV. Its net charge is 0. Its strongest force on any atom is 1.83 eV/Å.


Q: Which value of net charge does entry 4 give?
A: 0